Entry 1:
Below is C39H41CrN7O as an isolated structure at a distorted geometry, with properties calculated with wB97M-V/def2-TZVPD.

The total energy is -82004.9518 eV. For the HOMO energy (spin up / spin down), the calculation gives -10.071 / -10.170 eV. As for the LUMO energy (spin up / spin down): -0.0885 / -0.0958 Ha. The expectation value of S² is 3.833.

```
! wB97M-V def2-TZVPD RIJCOSX def2/J DEFGRID3
* xyz 1 4
Cr -0.207 0.264 0.398
C 0.916 -3.154 -3.349
C -0.301 -4.020 -3.519
C -0.155 -5.288 -4.076
C -1.238 -6.121 -4.293
C -2.516 -5.681 -3.982
C -2.689 -4.431 -3.418
C -1.591 -3.612 -3.161
N -1.839 -2.347 -2.563
C -1.202 -1.848 -1.469
N -0.593 -2.779 -0.703
C 0.546 -2.628 0.114
C 0.994 -1.361 0.492
C 2.154 -1.321 1.266
C 2.843 -2.468 1.622
C 2.351 -3.707 1.247
C 1.186 -3.813 0.504
C 0.643 -5.167 0.129
N -1.276 -0.577 -1.136
C -1.923 0.238 -2.130
C -1.256 0.532 -3.317
C -1.863 1.283 -4.305
C -3.153 1.752 -4.111
C -3.830 1.438 -2.946
C -3.243 0.660 -1.953
C -4.032 0.232 -0.748
H 1.598 -3.313 -4.182
H 1.458 -3.409 -2.436
H 0.662 -2.097 -3.305
H 0.838 -5.618 -4.355
H -1.088 -7.102 -4.720
H -3.374 -6.309 -4.175
H -3.681 -4.071 -3.174
H -2.545 -1.763 -2.985
H -0.756 -3.725 -1.017
H 2.519 -0.364 1.618
H 3.761 -2.397 2.191
H 2.875 -4.606 1.545
H 1.207 -5.949 0.632
H 0.716 -5.350 -0.947
H -0.404 -5.280 0.419
H -0.245 0.173 -3.455
H -1.335 1.484 -5.227
H -3.640 2.343 -4.874
H -4.849 1.779 -2.814
H -5.086 0.467 -0.878
H -3.675 0.739 0.149
H -3.934 -0.845 -0.591
N -4.409 -1.581 3.278
C -3.101 -1.223 3.282
C -2.379 -1.032 2.092
N -1.118 -0.611 2.097
C -0.545 -0.428 3.298
C -1.256 -0.643 4.463
N -2.525 -1.027 4.470
H -4.840 -1.923 2.439
H -4.796 -1.879 4.157
H -2.828 -1.237 1.128
H 0.487 -0.113 3.308
H -0.794 -0.499 5.431
C 3.210 4.286 0.942
N 2.670 2.941 0.939
C 3.430 1.955 0.193
C 1.569 2.644 1.604
O 1.018 1.536 1.655
H 4.147 4.323 1.500
H 2.498 4.978 1.387
H 3.401 4.596 -0.085
H 4.339 1.694 0.740
H 3.714 2.374 -0.772
H 2.827 1.065 0.035
H 1.143 3.494 2.156
C -3.136 4.616 0.098
C -2.871 3.542 0.965
C -1.825 2.695 0.716
C -0.998 2.858 -0.427
C 0.025 1.916 -0.755
C 0.875 2.244 -1.781
C 0.716 3.415 -2.550
C -0.348 4.241 -2.331
C -1.232 3.989 -1.257
C -2.320 4.843 -0.974
H -3.972 5.271 0.303
H -3.492 3.396 1.839
H -1.597 1.920 1.446
H 1.681 1.567 -2.047
H 1.415 3.628 -3.349
H -0.524 5.096 -2.971
H -2.482 5.697 -1.619
*
```

Atom charges from the Mulliken analysis, given in e for atoms 1 to 4: Cr -1.66; C -0.78; C 1.41; C -0.70

---

Entry 2:
Below is one molecule with the formula C13H19N5O4S2 at a distorted geometry, with properties calculated with wB97M-V/def2-TZVPD.

The total energy is -51100.5396 eV. Its SMILES is CCOC(=O)CSc1nnc(NC(=O)CN2CCN(C=O)CC2)s1. For the HOMO energy, the calculation gives -8.406 eV. As for the energy relative to the best compared isomer or geometry (same formula, charge and spin): 2.8 kcal per mole. As for the LUMO energy: 0.0171 Ha.

```
! wB97M-V def2-TZVPD RIJCOSX def2/J DEFGRID3
* xyz 0 1
C 5.355 1.536 6.494
C 3.974 2.167 6.573
O 3.243 1.965 5.360
C 3.451 2.818 4.365
O 4.182 3.770 4.408
C 2.621 2.456 3.153
S 1.939 0.776 3.325
C 0.980 0.758 1.887
N 0.877 1.750 1.067
N 0.072 1.507 0.040
C -0.448 0.328 0.066
N -1.312 -0.144 -0.880
C -1.830 -1.404 -0.837
O -1.566 -2.189 0.045
C -2.785 -1.697 -1.984
N -2.453 -0.895 -3.146
C -3.558 -0.644 -4.058
C -3.916 -1.868 -4.909
N -2.733 -2.325 -5.607
C -2.678 -2.313 -6.950
O -3.587 -2.000 -7.680
C -1.610 -2.613 -4.751
C -1.295 -1.385 -3.879
S 0.033 -0.658 1.436
H 5.270 0.479 6.254
H 5.860 1.644 7.449
H 5.946 2.028 5.725
H 3.367 1.696 7.349
H 4.055 3.243 6.760
H 3.227 2.510 2.249
H 1.789 3.154 3.049
H -1.554 0.450 -1.666
H -2.782 -2.783 -2.152
H -3.785 -1.421 -1.637
H -4.426 -0.315 -3.485
H -3.252 0.170 -4.721
H -4.665 -1.615 -5.661
H -4.299 -2.677 -4.275
H -1.692 -2.642 -7.326
H -0.742 -2.870 -5.361
H -1.852 -3.474 -4.115
H -0.501 -1.628 -3.170
H -0.950 -0.571 -4.524
*
```

Atom charges from the Mulliken analysis, given in e for atoms 1 to 4: C -1.09; C -0.28; O -0.32; C 0.33

---

Entry 3:
Below is C40H46BN5O4Si2W as an isolated structure at a distorted geometry, with properties calculated with wB97M-V/def2-TZVPD.

The total energy is -76130.7057 eV. For the HOMO energy (spin up / spin down), the calculation gives -6.914 / -6.918 eV. As for the LUMO energy (spin up / spin down): -0.0225 / -0.0227 Ha.

```
! wB97M-V def2-TZVPD RIJCOSX def2/J DEFGRID3
* xyz 0 1
W -0.409 -1.239 0.361
O -1.622 0.474 -2.719
C -1.823 -0.362 -1.871
N -1.060 -1.496 -1.571
C -1.656 -2.734 -1.894
C -2.227 -3.005 -3.128
C -2.779 -4.258 -3.370
C -2.744 -5.233 -2.386
C -2.200 -4.964 -1.132
C -1.685 -3.699 -0.880
N -1.210 -3.204 0.366
C -1.447 -3.848 1.526
O -1.746 -5.013 1.731
C -1.385 -2.890 2.704
C -1.723 -3.296 3.977
C -1.797 -2.332 4.972
C -1.567 -1.004 4.651
C -1.240 -0.677 3.343
N -1.107 -1.617 2.402
C -3.023 -0.283 -0.941
C -4.255 0.209 -1.315
C -5.288 0.133 -0.392
C -5.037 -0.413 0.856
C -3.754 -0.845 1.155
N -2.764 -0.780 0.270
H -2.213 -2.243 -3.899
H -3.220 -4.474 -4.335
H -3.156 -6.215 -2.581
H -2.198 -5.712 -0.357
H -1.933 -4.343 4.140
H -2.058 -2.614 5.984
H -1.658 -0.217 5.387
H -1.108 0.342 3.010
H -4.379 0.630 -2.302
H -6.279 0.487 -0.646
H -5.816 -0.506 1.599
H -3.526 -1.252 2.131
C 4.130 -3.323 0.302
Si 2.255 -3.304 0.220
C 1.775 -3.703 2.001
C 1.707 -4.681 -0.912
C 1.649 -1.609 -0.412
C 2.209 -0.615 0.533
C 3.401 0.127 0.472
C 3.717 0.958 1.517
C 2.849 1.069 2.609
C 1.675 0.363 2.579
N 1.364 -0.457 1.562
Si 2.102 -1.289 -2.242
C 1.170 -2.256 -3.536
C 3.897 -1.740 -2.610
C 1.920 0.528 -2.605
H 4.423 -4.313 0.665
H 4.498 -2.592 1.028
H 4.636 -3.147 -0.644
H 2.676 -4.043 2.518
H 1.047 -4.516 2.047
H 1.381 -2.857 2.565
H 1.692 -5.624 -0.360
H 2.415 -4.788 -1.737
H 0.714 -4.535 -1.334
H 4.058 0.019 -0.377
H 4.642 1.521 1.504
H 3.077 1.702 3.454
H 0.965 0.442 3.390
H 0.885 -3.258 -3.217
H 1.825 -2.361 -4.406
H 0.268 -1.732 -3.840
H 4.030 -2.822 -2.671
H 4.651 -1.351 -1.925
H 4.114 -1.335 -3.603
H 0.868 0.812 -2.642
H 2.361 0.717 -3.588
H 2.416 1.171 -1.876
C 1.990 6.740 -0.569
C 0.520 6.865 -0.168
C -0.224 7.595 -1.293
C 0.442 7.706 1.114
C -0.128 5.499 0.075
C -1.473 5.437 0.449
C -2.137 4.232 0.679
C -1.403 3.080 0.521
O -1.797 1.774 0.672
B -0.658 0.975 0.363
O 0.420 1.850 0.075
C -0.075 3.124 0.160
C 0.591 4.306 -0.070
H 2.404 7.734 -0.744
H 2.112 6.163 -1.487
H 2.583 6.266 0.216
H 0.226 8.575 -1.468
H -1.275 7.748 -1.046
H -0.180 7.028 -2.224
H 0.936 8.669 0.964
H 0.931 7.196 1.946
H -0.591 7.902 1.403
H -2.032 6.357 0.560
H -3.182 4.205 0.959
H 1.631 4.288 -0.360
*
```

Atom charges from the Mulliken analysis, given in e for atoms 1 to 4: W 0.94; O -0.69; C -0.95; N 1.08

---

Entry 4:
Below is C31H27AuNP2S2 as an isolated structure at a distorted geometry, with properties calculated with wB97M-V/def2-TZVPD.

The total energy is -78009.8798 eV. For the HOMO energy (spin up / spin down), the calculation gives -10.930 / -10.883 eV. As for the energy relative to the best compared isomer or geometry (same formula, charge and spin): 45.6 kcal per mole. As for the LUMO energy (spin up / spin down): -0.1872 / -0.1823 Ha.

```
! wB97M-V def2-TZVPD RIJCOSX def2/J DEFGRID3
* xyz 1 1
Au 0.157 -0.462 0.224
S -1.481 2.697 0.932
P 0.213 2.498 1.927
C 0.676 0.784 1.939
P 2.231 0.060 2.327
S 2.454 -1.116 0.689
C 2.054 -0.909 3.844
C 3.028 -0.947 4.836
C 2.804 -1.695 5.982
C 1.620 -2.401 6.136
C 0.662 -2.392 5.130
C 0.878 -1.649 3.984
C 3.601 1.198 2.580
C 4.556 1.377 1.585
C 5.585 2.284 1.782
C 5.660 2.998 2.969
C 4.709 2.812 3.964
C 3.667 1.923 3.772
C 0.002 2.915 3.686
C -0.060 4.224 4.155
C -0.302 4.454 5.501
C -0.507 3.394 6.372
C -0.491 2.089 5.902
C -0.240 1.853 4.561
C 1.479 3.540 1.135
C 2.129 4.605 1.745
C 2.932 5.441 0.980
C 3.108 5.197 -0.373
C 2.495 4.105 -0.974
C 1.672 3.285 -0.223
H 3.958 -0.408 4.716
H 3.560 -1.730 6.755
H 1.445 -2.964 7.043
H -0.247 -2.968 5.239
H 0.141 -1.639 3.189
H 4.492 0.800 0.672
H 6.332 2.428 1.013
H 6.456 3.716 3.118
H 4.780 3.365 4.892
H 2.918 1.787 4.544
H 0.050 5.061 3.479
H -0.343 5.470 5.870
H -0.706 3.586 7.418
H -0.690 1.260 6.568
H -0.242 0.844 4.174
H 2.026 4.790 2.805
H 3.415 6.291 1.444
H 3.726 5.860 -0.963
H 2.645 3.907 -2.027
H 1.158 2.452 -0.689
N -1.999 -0.127 0.000
C -2.542 0.274 -1.291
C -3.747 0.958 -1.337
C -4.286 1.307 -2.564
C -3.618 0.984 -3.736
C -2.410 0.305 -3.682
C -1.867 -0.047 -2.455
H -2.194 0.611 0.682
H -2.463 -0.977 0.314
H -4.258 1.216 -0.417
H -5.232 1.830 -2.601
H -4.041 1.261 -4.692
H -1.888 0.051 -4.594
H -0.917 -0.569 -2.393
*
```

Atom charges from the Mulliken analysis, given in e for atoms 1 to 4: Au 0.19; S -0.48; P 1.46; C -0.59

---

Entry 5:
Below is C31H48Cl2N3O4SiTi as an isolated structure at a distorted geometry, with properties calculated with wB97M-V/def2-TZVPD.

The total energy is -101627.7211 eV. For the HOMO energy (spin up / spin down), the calculation gives -0.795 / -4.123 eV. As for the LUMO energy (spin up / spin down): 0.0831 / 0.0830 Ha. The expectation value of S² is 2.026.

```
! wB97M-V def2-TZVPD RIJCOSX def2/J DEFGRID3
* xyz -1 3
C -3.463 -4.142 -1.268
C -2.523 -5.210 -1.739
H -4.314 -4.041 -1.947
H -2.953 -3.172 -1.208
H -3.867 -4.374 -0.274
C -2.860 -6.169 -2.613
C -4.237 -6.372 -3.129
H -2.108 -6.861 -2.992
H -4.747 -5.430 -3.369
H -4.871 -6.910 -2.409
H -4.198 -6.979 -4.035
Ti 0.095 2.869 0.525
Cl -1.280 1.025 0.496
C 1.761 0.833 1.541
O 1.655 1.674 0.578
N 2.702 -0.081 1.515
C 3.689 -0.090 0.429
C 2.847 -1.081 2.571
H 1.057 0.888 2.392
H 3.637 0.858 -0.116
H 3.496 -0.921 -0.264
H 4.683 -0.226 0.862
H 2.098 -0.872 3.344
H 3.853 -1.030 3.004
H 2.692 -2.096 2.181
H 4.126 6.354 1.007
H 2.740 7.751 2.758
C 3.269 6.560 0.355
C 1.892 7.718 2.060
N 2.039 6.586 1.142
H 3.204 5.798 -0.424
C 1.161 5.595 1.106
O 1.341 4.529 0.427
H 0.960 7.621 2.630
H 0.250 5.697 1.706
H 3.409 7.549 -0.090
H 1.885 8.662 1.498
H -3.542 2.786 -2.796
H -1.690 0.759 -2.756
C -2.769 3.411 -3.263
C -1.222 1.462 -3.460
N -1.443 2.845 -3.035
H -2.798 4.411 -2.822
C -0.595 3.450 -2.206
O 0.320 2.858 -1.555
H -0.149 1.257 -3.515
H -0.742 4.530 -2.073
H -2.980 3.470 -4.337
H -1.685 1.338 -4.443
O -0.411 -4.112 -1.922
C -1.111 -5.108 -1.179
C 0.405 -6.965 -2.156
C -0.379 -6.456 -1.118
H 0.571 -6.361 -3.054
C 0.934 -8.258 -2.036
H -1.236 -4.761 -0.138
C -0.614 -7.218 0.032
H 1.551 -8.650 -2.844
C 0.664 -9.039 -0.907
C -0.124 -8.517 0.125
H -1.235 -6.765 0.808
H 1.067 -10.051 -0.830
H -0.363 -9.115 1.001
Si 0.841 -3.012 -1.653
Cl -1.874 4.237 0.208
C 1.818 -2.978 -3.256
C 1.912 -3.798 -0.333
C 0.041 -1.398 -1.242
H 2.009 -3.998 -3.623
H 2.793 -2.488 -3.119
H 1.281 -2.435 -4.047
H -0.608 -1.076 -2.068
H 0.749 -0.584 -1.045
H -0.588 -1.497 -0.350
H 2.164 -4.835 -0.614
H 1.392 -3.837 0.634
H 2.861 -3.258 -0.190
C -0.111 3.285 2.456
C -0.428 4.126 3.314
C -0.827 5.106 4.248
C -1.989 5.854 3.954
C -2.337 6.944 4.749
C -1.538 7.275 5.855
C -0.419 6.494 6.197
C -0.068 5.399 5.404
H -2.572 5.571 3.074
H -3.221 7.531 4.494
H -1.794 8.142 6.459
H 0.181 6.741 7.074
H 0.793 4.774 5.647
*
```

Atom charges from the Mulliken analysis, given in e for atoms 1 to 4: C -1.35; C 0.22; H 0.39; H 0.22